Density functional theory data (the ωB97M-V functional and the def2-TZVPD basis) for a molecular structure, C48H33Br2F3N5O2SbTi.

**HOMO**: -13.39 eV
**Energy above the lowest of the compared OMol25 structures with the same formula, charge and spin**: 0.00 kcal/mol
**Molar mass**: 1098.25 g/mol
**Total charge**: +2
**LUMO energy**: -6.882 eV

Last column: Mulliken charge in e.
Cartesian coordinates (Å):
1 Ti -0.94 -0.34 -0.89  -0.363
2 O -1.11 2.33 -3.70  -0.559
3 C -0.57 1.62 -2.89  -0.873
4 N -0.95 1.50 -1.53  1.333
5 C -1.49 2.62 -0.89  -0.012
6 O -1.36 3.75 -1.25  -0.556
7 C -2.14 2.25 0.41  0.427
8 C -2.85 3.19 1.13  -0.816
9 C -3.35 2.82 2.37  -1.003
10 C -3.09 1.55 2.84  -0.910
11 C -2.38 0.66 2.03  -0.456
12 N -1.93 1.00 0.83  1.508
13 C 0.54 0.67 -3.23  0.622
14 C 1.26 0.78 -4.40  -0.784
15 C 2.25 -0.16 -4.65  -1.035
16 C 2.46 -1.17 -3.73  -1.003
17 C 1.68 -1.22 -2.59  -0.582
18 N 0.74 -0.30 -2.33  1.803
19 H -2.97 4.18 0.72  0.623
20 H -3.90 3.53 2.97  0.493
21 H -3.43 1.22 3.81  0.561
22 H -2.15 -0.33 2.39  0.257
23 H 1.03 1.58 -5.09  0.660
24 H 2.84 -0.11 -5.56  0.497
25 H 3.20 -1.93 -3.89  0.596
26 H 1.80 -2.02 -1.87  0.250
27 Br 2.15 -5.45 3.83  -0.036
28 C 1.03 -4.33 2.83  -0.347
29 C -0.19 -3.92 3.36  -1.036
30 C -1.01 -3.09 2.61  -0.413
31 C -0.62 -2.68 1.34  -0.381
32 C 0.63 -3.05 0.84  0.619
33 C 1.45 -3.89 1.58  -0.959
34 N -1.48 -1.88 0.52  1.019
35 C -2.73 -2.15 0.52  -0.563
36 C -3.67 -1.34 -0.26  0.196
37 C -5.04 -1.50 -0.14  -0.799
38 C -5.87 -0.66 -0.88  -0.811
39 C -5.29 0.28 -1.71  -1.004
40 C -3.91 0.39 -1.76  0.004
41 N -3.11 -0.40 -1.06  1.054
42 H -0.49 -4.24 4.34  0.480
43 H -1.96 -2.77 3.03  0.475
44 H 0.95 -2.70 -0.13  -0.138
45 H 2.41 -4.19 1.19  0.469
46 H -3.14 -3.00 1.07  0.692
47 H -5.44 -2.26 0.52  0.605
48 H -6.94 -0.76 -0.81  0.475
49 H -5.90 0.95 -2.31  0.553
50 H -3.43 1.13 -2.40  0.345
51 F 5.50 -1.79 4.52  -0.327
52 C 4.60 -1.25 3.69  0.087
53 C 3.29 -1.67 3.76  -0.932
54 C 2.37 -1.10 2.89  -0.395
55 C 2.76 -0.13 1.97  0.605
56 C 4.09 0.29 1.95  -0.732
57 C 5.02 -0.27 2.80  -0.821
58 Sb 1.30 0.84 0.81  1.024
59 C 0.71 2.29 2.25  0.826
60 C 0.32 3.59 1.94  -0.341
61 C 0.01 4.50 2.94  -1.169
62 C 0.08 4.08 4.26  0.213
63 F -0.22 4.94 5.23  -0.338
64 C 0.46 2.79 4.60  -0.873
65 C 0.77 1.90 3.59  -0.451
66 C 2.52 1.85 -0.59  0.773
67 C 3.45 1.06 -1.27  -0.636
68 C 4.27 1.59 -2.25  -0.804
69 C 4.14 2.94 -2.55  0.123
70 F 4.91 3.46 -3.50  -0.341
71 C 3.24 3.75 -1.89  -0.814
72 C 2.43 3.20 -0.91  -0.576
73 H 3.01 -2.42 4.49  0.592
74 H 1.34 -1.42 2.96  0.701
75 H 4.42 1.06 1.26  0.448
76 H 6.06 0.03 2.80  0.534
77 H 0.23 3.93 0.92  0.355
78 H -0.28 5.51 2.72  0.507
79 H 0.51 2.51 5.64  0.542
80 H 1.11 0.91 3.86  0.365
81 H 3.56 0.01 -1.02  0.675
82 H 5.00 0.99 -2.77  0.549
83 H 3.18 4.80 -2.15  0.533
84 H 1.74 3.86 -0.41  0.298
85 Br -2.00 -4.90 -5.84  -0.129
86 C -1.74 -3.69 -4.43  -0.352
87 C -1.27 -4.13 -3.21  -0.871
88 C -1.07 -3.23 -2.16  -0.349
89 C -1.34 -1.87 -2.32  2.419
90 C -1.83 -1.45 -3.56  -0.545
91 C -2.03 -2.34 -4.61  -0.951
92 H -1.05 -5.18 -3.06  0.534
93 H -0.72 -3.64 -1.23  0.104
94 H -2.08 -0.41 -3.75  0.222
95 H -2.41 -1.99 -5.56  0.540

Density functional theory data (the ωB97M-V functional and the def2-TZVPD basis) for a molecular structure, C48H33BrF10N7O5SY.

**HOMO**: -2.76 eV
**Energy above the lowest of the compared OMol25 structures with the same formula, charge and spin**: 0.00 kcal/mol
**Molar mass**: 1178.69 g/mol
**Total charge**: -2
**LUMO energy**: 3.482 eV

Last column: Mulliken charge in e.
Cartesian coordinates (Å):
1 Y -0.04 1.03 -0.32  -0.255
2 C 2.44 1.15 -2.70  -1.340
3 N 1.14 1.79 -2.51  1.440
4 C 0.26 1.48 -3.64  -1.416
5 C -0.44 0.15 -3.45  -0.781
6 N -1.25 0.26 -2.24  0.410
7 C -2.52 -0.23 -2.36  0.317
8 C -2.90 -1.36 -3.12  0.352
9 F -1.96 -2.11 -3.72  -0.506
10 C -4.21 -1.77 -3.26  0.160
11 F -4.50 -2.86 -3.99  -0.437
12 C -5.23 -1.09 -2.62  0.713
13 F -6.51 -1.51 -2.71  -0.431
14 C -4.91 0.01 -1.85  0.187
15 F -5.89 0.71 -1.25  -0.439
16 C -3.60 0.42 -1.74  -0.397
17 F -3.35 1.54 -1.04  -0.375
18 C 1.34 3.25 -2.40  -1.513
19 C 0.12 4.00 -1.90  -0.901
20 N -0.46 3.38 -0.72  0.801
21 C -1.16 4.13 0.14  -0.249
22 C -1.29 5.54 0.26  0.469
23 F -0.69 6.39 -0.61  -0.416
24 C -2.01 6.15 1.28  0.461
25 F -2.05 7.50 1.31  -0.386
26 C -2.66 5.43 2.25  0.522
27 F -3.35 6.04 3.23  -0.383
28 C -2.60 4.05 2.16  -0.006
29 F -3.25 3.29 3.06  -0.348
30 C -1.89 3.46 1.15  -0.688
31 F -1.88 2.10 1.10  0.713
32 H 2.90 1.48 -3.64  0.412
33 H 2.33 0.06 -2.75  0.261
34 H 3.09 1.41 -1.87  0.194
35 H 0.83 1.51 -4.58  0.335
36 H -0.52 2.25 -3.69  0.279
37 H 0.29 -0.67 -3.41  0.184
38 H -1.05 -0.03 -4.34  0.731
39 H 1.64 3.65 -3.38  0.403
40 H 2.15 3.40 -1.69  0.480
41 H -0.64 4.08 -2.70  0.298
42 H 0.47 5.02 -1.72  0.603
43 C 3.95 -1.32 1.13  -1.521
44 C 3.03 -0.55 0.41  0.263
45 N 1.73 -0.59 0.59  1.719
46 C 1.25 -1.44 1.55  -0.486
47 C 2.10 -2.24 2.34  1.468
48 C 3.49 -2.17 2.09  -1.109
49 C 1.57 -3.12 3.31  -0.876
50 C 0.21 -3.20 3.44  -1.002
51 C -0.65 -2.43 2.65  -0.670
52 C -0.18 -1.53 1.70  -0.241
53 N -0.97 -0.75 0.89  1.049
54 C -2.32 -1.13 0.88  -0.592
55 C -3.29 -0.44 1.57  -0.370
56 C -4.65 -0.80 1.53  -0.972
57 C -5.06 -1.89 0.82  -1.180
58 C -4.11 -2.66 0.12  1.703
59 C -4.47 -3.80 -0.63  -0.917
60 C -3.51 -4.51 -1.30  -1.081
61 C -2.18 -4.06 -1.21  -0.438
62 N -1.80 -3.01 -0.53  0.376
63 C -2.74 -2.29 0.14  -0.242
64 H 5.01 -1.27 0.89  0.509
65 H 3.39 0.15 -0.33  0.007
66 H 4.18 -2.82 2.63  0.416
67 H 2.25 -3.74 3.88  0.423
68 H -0.22 -3.89 4.16  0.378
69 H -1.72 -2.53 2.79  0.572
70 H -2.98 0.41 2.17  0.597
71 H -5.37 -0.20 2.07  0.368
72 H -6.11 -2.17 0.77  0.365
73 H -5.51 -4.09 -0.68  0.421
74 H -3.75 -5.38 -1.89  0.420
75 H -1.39 -4.60 -1.74  0.342
76 Br 0.37 6.69 4.44  -0.205
77 C 1.57 5.78 3.28  -0.185
78 C 2.76 6.38 2.93  -0.418
79 C 3.62 5.72 2.06  -0.776
80 C 3.27 4.49 1.54  -0.251
81 C 2.07 3.89 1.91  0.180
82 C 1.21 4.54 2.79  -0.353
83 C 1.62 2.60 1.27  1.067
84 O 0.65 2.00 1.78  -0.774
85 O 2.17 2.23 0.20  -0.535
86 H 3.02 7.35 3.33  0.398
87 H 4.56 6.18 1.79  0.386
88 H 3.91 3.97 0.84  0.467
89 H 0.28 4.06 3.05  0.702
90 N 0.99 -2.88 -1.60  -0.107
91 C 1.96 -3.67 -0.94  0.810
92 C 1.61 -4.59 0.03  -0.161
93 C 2.59 -5.34 0.68  -0.446
94 C 3.93 -5.17 0.37  -0.374
95 C 4.28 -4.29 -0.65  -0.744
96 C 3.30 -3.56 -1.31  -0.432
97 S 5.22 -5.95 1.33  1.345
98 O 4.55 -7.00 2.09  -0.750
99 O 6.19 -6.43 0.36  -0.741
100 O 5.73 -4.86 2.16  -0.692
101 H 0.10 -2.86 -1.10  0.085
102 H 1.31 -1.92 -1.64  -0.172
103 H 0.57 -4.68 0.34  0.214
104 H 2.32 -6.03 1.47  0.488
105 H 5.32 -4.17 -0.91  0.419
106 H 3.58 -2.87 -2.10  0.401